1.
{"formula": "C33H35F5N4P2STi", "method": "ωB97M-V with the def2-TZVPD basis set", "lumo_energy_ev": [-0.4, -0.7], "homo_lumo_gap_ha": [0.26065, 0.27099], "e_homo_ha": [-0.276, -0.298], "spin_multiplicity": 3, "elements": ["Ti", "C", "C", "C", "C", "C", "C", "C", "C", "C", "H", "H", "H", "H", "H", "H", "H", "H", "H", "H", "H", "H", "H", "H", "H", "P", "P", "N", "N", "N", "N", "C", "C", "C", "C", "C", "C", "C", "C", "C", "C", "C", "C", "C", "C", "C", "C", "C", "C", "H", "H", "H", "H", "H", "H", "H", "H", "H", "H", "H", "H", "H", "H", "H", "H", "H", "H", "H", "H", "F", "C", "C", "F", "C", "F", "C", "S", "C", "F", "C", "F"], "positions_angstrom": [[-0.621, -1.778, 3.334], [-1.182, -3.544, 2.037], [-0.107, -2.810, 1.495], [-0.242, -1.822, 0.362], [-0.525, -0.342, 0.703], [-1.362, -0.117, 1.932], [-2.491, -0.895, 2.247], [-3.072, -1.937, 1.335], [-2.595, -3.396, 1.555], [-1.710, -1.136, 4.980], [-0.945, -4.514, 2.490], [0.925, -3.139, 1.703], [-0.958, -2.177, -0.399], [0.741, -1.831, -0.130], [0.438, 0.193, 0.809], [-0.992, 0.125, -0.188], [-1.204, 0.844, 2.440], [-3.204, -0.510, 2.988], [-2.969, -1.669, 0.268], [-4.160, -1.949, 1.522], [-3.275, -3.888, 2.273], [-2.742, -3.938, 0.602], [-2.559, -1.799, 5.218], [-2.087, -0.131, 4.737], [-1.039, -1.107, 5.854], [0.590, 3.301, -1.789], [2.530, 0.617, -2.508], [-1.061, 3.821, -2.130], [1.243, 4.979, -1.805], [1.477, -0.433, -3.455], [4.047, -0.057, -3.153], [1.060, 2.864, -3.528], [2.389, 2.083, -3.641], [-2.158, 3.355, -1.388], [-3.320, 3.894, -1.918], [-2.944, 4.716, -3.031], [-1.562, 4.630, -3.154], [1.946, 5.506, -0.712], [2.424, 6.768, -1.050], [2.012, 7.033, -2.398], [1.314, 5.914, -2.839], [0.498, -1.171, -2.786], [-0.320, -1.801, -3.707], [0.138, -1.410, -5.004], [1.216, -0.547, -4.820], [4.382, -0.534, -4.427], [5.762, -0.705, -4.499], [6.304, -0.324, -3.223], [5.243, 0.069, -2.422], [1.136, 3.768, -4.155], [0.225, 2.255, -3.910], [2.523, 1.769, -4.690], [3.245, 2.724, -3.368], [-1.991, 2.677, -0.565], [-4.325, 3.710, -1.566], [-3.598, 5.302, -3.664], [-0.921, 5.061, -3.905], [2.038, 4.921, 0.190], [2.999, 7.420, -0.413], [2.197, 7.930, -2.976], [0.889, 5.720, -3.813], [0.479, -1.139, -1.716], [-1.138, -2.462, -3.461], [-0.269, -1.731, -5.950], [1.794, -0.007, -5.553], [3.631, -0.722, -5.176], [6.316, -1.048, -5.360], [7.347, -0.322, -2.943], [5.211, 0.437, -1.409], [-3.592, -5.688, 8.929], [-2.788, -5.172, 7.978], [-3.101, -5.332, 6.627], [-4.229, -5.991, 6.283], [-2.254, -4.810, 5.654], [-2.627, -4.984, 4.355], [-1.071, -4.120, 5.975], [0.056, -3.472, 4.772], [-0.799, -3.956, 7.349], [0.296, -3.247, 7.718], [-1.630, -4.477, 8.338], [-1.323, -4.316, 9.645]], "atomic_forces_ev_per_a": [[-0.44, 0.25, 1.72], [1.18, -0.44, -1.64], [-0.73, -1.14, -0.46], [0.48, -0.01, -0.63], [0.31, 0.32, -0.43], [-1.22, -0.17, -0.02], [0.73, 1.51, -0.49], [-0.78, -0.57, -0.45], [-0.67, 0.05, -0.01], [-0.57, 0.47, 0.58], [-0.16, 0.73, 0.11], [-0.50, -0.05, 0.10], [0.18, 0.00, 0.41], [-0.31, -0.15, 0.14], [-0.35, -0.20, 0.11], [0.02, -0.10, 0.30], [-0.13, -0.44, 0.03], [0.65, -0.21, -0.14], [0.16, 0.09, 0.46], [0.39, 0.09, -0.16], [0.40, 0.22, -0.21], [0.21, 0.03, 0.29], [0.15, 0.28, -0.04], [-0.05, -0.10, 0.42], [-0.30, 0.13, -0.18], [-0.72, 2.67, -1.19], [0.53, -1.09, -2.46], [-0.79, -0.66, 0.03], [0.97, -0.32, 0.45], [-1.21, 0.07, 0.52], [0.73, 0.27, 0.42], [0.13, -0.43, -0.09], [0.18, 0.36, 0.17], [-0.20, 0.68, -0.82], [0.94, -0.19, 0.10], [1.13, -0.47, 0.29], [-0.88, -0.28, 0.46], [-0.04, 0.72, -0.95], [-0.59, -0.99, -0.12], [-0.43, -1.16, 0.18], [0.53, 0.45, 0.59], [0.06, -0.07, -1.05], [0.68, 0.51, 0.40], [0.80, 0.64, 0.64], [-0.74, -0.59, 0.18], [0.98, 0.24, 0.45], [-1.10, 0.41, 0.79], [-0.99, 0.25, 0.09], [-0.02, -0.34, -1.12], [-0.16, -0.44, 0.30], [0.25, 0.08, 0.07], [0.14, 0.10, 0.51], [-0.26, -0.08, -0.17], [-0.08, 0.08, 0.03], [0.13, 0.04, 0.04], [0.13, -0.16, 0.09], [-0.14, -0.02, 0.19], [0.00, 0.11, 0.00], [-0.05, -0.05, 0.01], [-0.01, -0.20, 0.09], [0.13, 0.17, 0.28], [-0.01, -0.09, -0.15], [0.06, 0.10, -0.10], [0.07, 0.11, 0.03], [-0.09, -0.13, 0.05], [0.14, -0.03, 0.16], [-0.12, -0.04, 0.11], [-0.11, -0.04, 0.04], [0.07, -0.05, 0.00], [0.44, 0.31, -0.55], [0.05, -0.02, 0.06], [-0.14, -0.06, 0.23], [0.64, 0.36, 0.13], [0.08, 0.06, -0.25], [0.36, 0.14, 0.86], [-0.35, 0.27, 0.21], [1.02, -1.29, 0.98], [0.19, 0.22, -0.37], [-0.80, -0.60, -0.07], [0.05, -0.02, 0.24], [-0.22, -0.09, -0.81]], "lowdin_spin": [1.255, 0.091, 0.151, 0.033, 0.043, 0.146, 0.080, 0.020, 0.030, 0.021, 0.005, 0.011, 0.003, 0.003, 0.001, 0.012, 0.015, 0.005, 0.002, 0.002, 0.001, 0.008, 0.005, 0.004, 0.006, 0.000, 0.000, 0.000, 0.000, 0.000, 0.000, 0.000, 0.000, 0.000, 0.000, 0.000, 0.000, 0.000, 0.000, 0.000, 0.000, 0.002, 0.000, 0.000, 0.000, 0.000, 0.000, 0.000, 0.000, 0.000, 0.000, 0.000, 0.000, 0.000, 0.000, 0.000, 0.000, 0.000, 0.000, 0.000, 0.000, 0.001, 0.000, 0.000, 0.000, 0.000, 0.000, 0.000, 0.000, 0.000, -0.001, 0.001, 0.000, 0.000, 0.001, 0.007, 0.035, -0.001, 0.001, 0.000, 0.000]}


2.
{"formula": "C6H10S2", "method": "ωB97M-V with the def2-TZVPD basis set", "de_lowest_ev": 3.2725, "lumo_energy_ev": 0.1, "homo_lumo_gap_ha": 0.30420, "e_homo_ha": -0.302, "elements": ["C", "C", "C", "C", "C", "C", "S", "S", "H", "H", "H", "H", "H", "H", "H", "H", "H", "H"], "positions_angstrom": [[-0.627, -0.581, 0.121], [0.359, 0.282, -0.137], [-2.604, 0.113, -0.006], [-0.707, -1.972, 0.381], [1.724, -0.379, -0.037], [0.290, 1.720, -0.443], [-3.530, -0.950, -0.772], [-3.085, 1.679, 0.567], [-0.386, -2.438, -0.602], [-1.781, -2.257, 0.585], [0.050, -2.274, 1.169], [2.312, -0.237, 0.827], [1.750, -1.490, -0.254], [2.450, -0.088, -0.854], [-0.544, 2.251, 0.012], [0.267, 2.010, -1.436], [1.134, 2.160, -0.038], [-4.248, 1.514, -0.115]], "atomic_forces_ev_per_a": [[-3.04, 4.85, -0.17], [-0.32, -2.28, 0.55], [3.40, -1.25, -0.10], [0.32, -2.39, -0.37], [1.26, -1.32, -3.11], [-1.44, -0.04, 1.60], [-0.25, 0.12, 0.04], [-0.13, -0.68, -0.58], [-0.47, -0.19, 1.19], [1.44, -0.07, -0.03], [-1.17, 0.11, -0.69], [0.17, 0.43, 1.48], [-0.62, 1.07, 0.60], [-0.93, 0.43, 0.52], [-0.18, -0.33, 0.12], [0.02, 0.01, -2.33], [1.91, 1.05, 0.83], [0.02, 0.50, 0.45]], "nbo_charge": [0.181, -0.096, -0.393, -0.735, -0.643, -0.628, 0.007, 0.107, 0.235, 0.262, 0.240, 0.222, 0.217, 0.217, 0.224, 0.225, 0.214, 0.145]}


3.
{"formula": "C22H32N4O4S", "method": "ωB97M-V with the def2-TZVPD basis set", "smiles": "Cc1ccccc1-c1nc(CS(=O)(=O)CC(=O)NCCCN2CCN(C)CC2)c(C)o1", "de_lowest_ev": 1.5447, "lumo_energy_ev": 0.6, "homo_lumo_gap_ha": 0.32543, "e_homo_ha": -0.304, "elements": ["C", "C", "C", "C", "C", "C", "C", "C", "N", "C", "C", "O", "C", "H", "H", "H", "C", "H", "H", "S", "O", "O", "C", "C", "O", "N", "H", "C", "C", "H", "C", "N", "C", "C", "N", "C", "H", "H", "H", "C", "C", "H", "H", "H", "H", "H", "H", "H", "H", "H", "H", "H", "H", "H", "H", "H", "H", "H", "H", "H", "H", "H", "H"], "positions_angstrom": [[-2.316, -3.356, 0.004], [-3.076, -2.092, -0.202], [-4.385, -1.986, 0.252], [-5.132, -0.836, 0.069], [-4.579, 0.248, -0.593], [-3.281, 0.172, -1.054], [-2.518, -0.982, -0.859], [-1.150, -0.985, -1.329], [-0.229, -1.878, -1.105], [0.898, -1.416, -1.721], [0.612, -0.216, -2.316], [-0.689, 0.056, -2.068], [1.442, 0.716, -3.116], [2.300, 1.038, -2.526], [1.809, 0.225, -4.017], [0.851, 1.582, -3.401], [2.189, -2.106, -1.601], [2.065, -3.157, -1.362], [2.829, -1.971, -2.468], [3.111, -1.361, -0.196], [2.767, 0.040, -0.101], [4.505, -1.667, -0.365], [2.548, -2.201, 1.319], [1.077, -1.992, 1.655], [0.358, -2.927, 1.945], [0.700, -0.708, 1.663], [1.310, -0.003, 1.267], [-0.639, -0.289, 2.004], [-0.643, 0.667, 3.199], [-0.336, 0.135, 4.100], [0.309, 1.850, 2.980], [0.248, 2.340, 1.617], [1.411, 3.123, 1.245], [1.346, 3.449, -0.242], [0.142, 4.206, -0.533], [0.080, 4.619, -1.916], [-0.806, 5.236, -2.063], [0.962, 5.213, -2.151], [0.033, 3.769, -2.616], [-1.015, 3.421, -0.151], [-0.951, 3.106, 1.339], [-1.828, 2.522, 1.621], [-0.961, 4.054, 1.906], [-1.918, 3.998, -0.366], [-1.060, 2.472, -0.715], [2.214, 4.050, -0.522], [1.377, 2.500, -0.802], [2.311, 2.533, 1.433], [1.469, 4.062, 1.823], [1.333, 1.515, 3.162], [0.084, 2.643, 3.716], [-1.665, 1.017, 3.350], [-1.087, 0.212, 1.142], [-1.216, -1.186, 2.235], [3.180, -1.792, 2.105], [2.762, -3.259, 1.193], [-2.841, 1.011, -1.571], [-5.156, 1.147, -0.748], [-6.146, -0.787, 0.436], [-4.829, -2.829, 0.761], [-2.963, -4.128, 0.413], [-1.891, -3.700, -0.936], [-1.478, -3.199, 0.682]], "atomic_forces_ev_per_a": [[0.03, -0.18, 0.12], [0.03, 0.14, -0.14], [-0.04, 0.07, 0.00], [-0.02, 0.05, 0.00], [-0.09, 0.04, 0.03], [0.10, -0.07, 0.00], [-0.57, 0.30, 0.01], [0.84, -0.71, 0.12], [-0.66, 0.04, 0.14], [-0.53, 1.03, -0.77], [0.74, -0.92, 0.18], [-0.25, 0.16, -0.06], [-0.17, 0.01, 0.09], [0.02, 0.10, -0.02], [0.00, 0.03, -0.07], [0.05, 0.08, -0.05], [0.11, 0.45, 0.78], [0.03, -0.16, -0.08], [0.22, 0.01, 0.06], [0.62, -0.17, 0.09], [-0.22, 0.12, 0.01], [0.05, -0.40, -0.02], [-0.02, 0.09, -0.83], [0.02, 0.16, 0.05], [0.10, -0.36, 0.17], [-0.10, 0.42, 0.11], [-0.01, -0.13, 0.00], [-0.30, -0.02, 0.28], [0.12, 0.04, -0.26], [-0.06, -0.01, 0.06], [-0.17, -0.12, 0.14], [0.14, 0.09, 0.04], [0.15, 0.02, -0.26], [0.13, 0.13, 0.27], [0.02, -0.06, 0.02], [-0.01, 0.01, 0.07], [-0.02, 0.02, -0.09], [0.02, 0.04, -0.08], [0.00, -0.02, -0.03], [-0.13, 0.10, 0.26], [-0.17, -0.08, -0.27], [-0.03, 0.01, 0.02], [-0.03, -0.08, 0.01], [0.00, -0.04, -0.01], [-0.03, 0.02, -0.01], [0.01, -0.04, -0.02], [0.02, -0.01, -0.05], [0.00, 0.03, 0.05], [0.04, -0.05, -0.02], [-0.01, 0.05, 0.02], [0.12, -0.04, -0.05], [-0.06, -0.01, 0.07], [-0.01, -0.09, 0.04], [0.01, 0.11, -0.09], [0.11, 0.09, -0.05], [-0.03, -0.03, 0.00], [0.03, 0.08, -0.04], [-0.05, 0.08, -0.02], [-0.08, -0.01, 0.03], [-0.01, -0.10, 0.03], [-0.09, -0.05, 0.03], [0.03, -0.12, -0.01], [0.03, -0.09, 0.00]], "nbo_charge": [-0.651, 0.054, -0.208, -0.193, -0.230, -0.173, -0.136, 0.487, -0.458, 0.015, 0.305, -0.409, -0.666, 0.248, 0.229, 0.235, -0.654, 0.263, 0.264, 2.153, -0.971, -0.938, -0.743, 0.677, -0.627, -0.636, 0.437, -0.230, -0.401, 0.213, -0.219, -0.466, -0.225, -0.217, -0.443, -0.402, 0.200, 0.201, 0.156, -0.218, -0.233, 0.204, 0.174, 0.200, 0.167, 0.202, 0.168, 0.209, 0.169, 0.197, 0.176, 0.204, 0.204, 0.234, 0.270, 0.264, 0.221, 0.214, 0.213, 0.211, 0.206, 0.230, 0.270]}